{"formula": "C17H35FNO10S4V", "method": "wB97M-V/def2-TZVPD", "largest_force_ev_per_a": 5.10, "homo_ev": [-13.42, -13.42], "homo_lumo_gap_ev": [7.4, 4.1], "charge": 2, "total_energy_ev": -111883.9178, "s2": 6.01, "mol_weight_g_mol": 611.674, "spin_multiplicity": 5, "elements": ["V", "N", "O", "O", "O", "F", "C", "C", "C", "C", "C", "C", "H", "H", "H", "H", "H", "C", "S", "O", "C", "H", "H", "H", "H", "H", "H", "C", "S", "O", "C", "H", "H", "H", "H", "H", "H", "C", "S", "O", "C", "H", "H", "H", "H", "H", "H", "C", "S", "O", "C", "H", "H", "H", "H", "H", "H", "C", "O", "C", "O", "O", "C", "H", "H", "H", "H", "H", "H"], "coordinates": [[-1.038, 3.244, -0.698], [-0.199, 0.165, 0.472], [-1.008, -0.495, 1.160], [0.842, -0.253, -0.024], [-0.406, 1.331, 0.234], [2.937, 0.592, 2.939], [3.906, 1.376, 2.282], [5.084, 1.740, 2.915], [6.064, 2.472, 2.244], [5.915, 2.707, 0.893], [4.793, 2.355, 0.211], [3.743, 1.708, 0.885], [5.351, 1.539, 3.942], [6.936, 2.753, 2.816], [6.649, 3.310, 0.379], [4.634, 2.740, -0.785], [2.828, 1.358, 0.430], [-3.757, 2.494, 2.156], [-4.295, 2.305, 0.468], [-3.067, 2.634, -0.379], [-4.458, 0.468, 0.305], [-2.834, 1.922, 2.254], [-4.549, 2.197, 2.843], [-3.630, 3.541, 2.432], [-4.826, 0.267, -0.701], [-5.145, -0.004, 1.006], [-3.438, 0.104, 0.431], [1.338, 4.074, 2.466], [-0.469, 4.032, 2.854], [-1.049, 3.676, 1.534], [-0.439, 2.436, 3.817], [1.793, 4.015, 3.454], [1.698, 5.024, 2.072], [1.720, 3.266, 1.842], [-1.460, 2.184, 4.102], [0.233, 2.477, 4.674], [-0.080, 1.654, 3.148], [-0.242, -2.823, -2.266], [1.095, -4.072, -1.946], [1.868, -4.256, -3.275], [2.191, -3.148, -0.690], [-1.027, -3.219, -2.910], [0.365, -2.062, -2.756], [-0.557, -2.421, -1.303], [1.706, -2.812, 0.227], [2.425, -2.171, -1.115], [3.012, -3.802, -0.398], [1.318, 1.386, -3.799], [-0.376, 0.744, -3.294], [-1.103, 1.831, -2.534], [-1.148, 0.781, -4.994], [2.037, 1.301, -2.984], [1.292, 2.405, -4.184], [1.710, 0.782, -4.617], [-2.198, 0.684, -4.715], [-0.882, -0.021, -5.682], [-1.023, 1.723, -5.527], [-2.273, -3.383, 1.142], [-2.479, -4.346, 0.144], [-1.776, -5.492, 0.068], [-0.844, -5.841, 0.758], [-2.277, -6.267, -0.805], [-3.360, -5.919, -1.753], [-1.196, -3.219, 1.179], [-2.756, -3.852, 1.999], [-2.739, -2.409, 0.990], [-3.495, -6.732, -2.466], [-3.256, -4.980, -2.297], [-4.331, -5.799, -1.271]], "atomic_forces_ev_per_a": [[-1.33, -2.96, 1.69], [-0.02, -1.80, 0.27], [0.97, 0.24, -0.71], [0.92, -2.36, -0.07], [-1.79, 4.77, -0.23], [1.30, 1.40, -1.02], [0.03, -0.34, -1.59], [0.04, 0.24, 0.59], [-0.61, -0.92, -0.15], [1.36, 1.33, 0.29], [-2.15, -0.28, 0.42], [0.26, -0.86, 2.09], [-0.68, -0.38, 0.21], [0.11, 0.16, -0.24], [0.24, -0.11, -0.06], [0.10, -0.37, -0.25], [-0.10, 0.12, -0.33], [-0.16, -0.26, 0.46], [-0.32, -0.15, -0.32], [0.57, 0.33, -0.37], [0.56, 0.67, 0.07], [-0.12, 0.03, 0.24], [-0.06, -0.63, -0.19], [0.29, 0.10, -0.68], [0.12, 0.26, -0.01], [0.04, 0.44, 0.23], [0.00, -0.19, 0.03], [0.00, 0.42, 1.36], [2.48, -0.71, 0.77], [-1.21, 0.03, -2.49], [0.05, 0.24, -0.82], [0.29, -0.19, 0.03], [-0.63, 0.16, -0.17], [-0.59, -0.26, 0.08], [0.09, 0.28, 0.17], [-0.20, 0.36, 0.02], [0.05, 0.09, -0.18], [1.17, -0.21, -0.01], [1.14, 1.14, -0.77], [-1.30, 0.35, 2.50], [-0.28, -0.05, -0.18], [0.17, -0.14, 0.24], [-0.33, 0.12, -0.17], [-0.15, -0.32, 0.10], [-1.00, -0.73, -0.06], [0.46, -0.37, -0.66], [0.06, 0.08, -0.57], [-0.38, -0.33, 0.08], [1.20, 0.76, -1.75], [0.28, 0.82, 0.26], [-0.41, 0.25, 0.82], [-0.34, 0.03, 0.24], [-0.44, 0.07, 0.25], [-0.30, -0.32, -0.01], [-0.10, -0.05, -0.23], [0.33, -0.24, 0.51], [0.25, 0.16, 0.42], [0.73, -0.61, 1.10], [-0.85, 0.27, -2.10], [0.50, 1.11, 2.42], [-0.13, 1.08, -0.32], [-1.82, -1.78, -3.64], [-0.49, 0.08, 0.54], [-0.07, 0.07, 0.92], [0.72, 0.56, 0.72], [-0.26, -0.39, -0.84], [0.64, -0.09, 0.29], [0.83, 0.00, 0.15], [0.25, -0.20, 0.61]], "mulliken_spin": [2.954, 0.003, 0.003, 0.001, -0.013, 0.000, 0.000, 0.000, 0.000, 0.000, 0.000, 0.001, 0.000, 0.000, 0.000, 0.000, -0.001, -0.001, 0.001, 0.002, 0.004, 0.002, 0.001, 0.001, 0.000, 0.000, -0.001, 0.006, -0.003, 0.019, 0.002, 0.001, -0.001, -0.001, 0.000, 0.000, 0.000, 0.064, 0.233, 0.624, 0.068, 0.000, -0.002, 0.006, -0.002, 0.007, -0.002, 0.003, -0.001, 0.017, 0.001, 0.000, 0.000, 0.000, 0.000, 0.000, 0.000, -0.001, 0.000, 0.002, 0.004, 0.000, 0.000, 0.000, 0.000, 0.000, 0.000, 0.000, 0.000]}